1.
104
Properties=species:S:1:pos:R:3:forces:R:3:mulliken_charge:R:1 method="wB97M-V/def2-TZVPD" homo_lumo_gap_ev=6.4 charge=+1 total_energy_ha=-2663.10439
C 0.637 3.680 3.754 0.3294 0.2895 -0.0974 -1.66
C -0.237 3.587 2.519 -0.2223 -0.2036 0.1567 -0.08
C -1.152 2.346 2.384 0.6111 0.0846 0.2932 -1.38
I -0.920 0.797 3.858 0.0012 0.0003 -0.2148 0.11
N -1.155 1.751 1.030 -0.2199 0.4881 0.5217 0.65
C -2.237 1.820 0.366 -0.5550 0.0059 -1.0162 -0.46
C -2.247 1.140 -0.944 0.4844 -0.8918 0.5097 0.09
C -3.342 0.094 -0.917 -0.4199 -0.6089 0.1689 0.59
C -4.478 0.199 -1.716 -0.1204 -0.1311 0.1906 -0.52
C -5.479 -0.764 -1.633 0.1456 -0.5512 0.4176 -0.61
C -5.355 -1.851 -0.762 0.5017 0.6527 -0.0518 -0.53
C -4.221 -1.963 0.044 -0.2194 0.3479 -0.4447 -1.00
C -3.229 -0.993 -0.037 -0.1223 0.2106 -0.1165 -0.05
C -0.807 0.545 -0.982 0.0517 1.3177 -0.6800 0.09
P -0.031 0.983 -2.569 1.1535 -0.6835 -0.0932 0.53
O 1.170 0.188 -2.831 -0.0450 -0.0619 0.1830 -0.64
O 0.172 2.558 -2.578 -0.6970 0.0291 -0.2044 -0.56
O -1.168 0.773 -3.669 -0.3126 0.0921 0.3655 -0.48
C -0.072 0.997 0.322 -0.1157 -0.8069 -0.6164 0.60
C 1.265 1.678 0.083 0.0227 0.2970 0.3656 -1.53
C 2.268 1.730 1.233 -0.0165 -0.2998 -0.0463 -1.25
C 2.491 0.387 1.919 0.7867 0.0948 -0.1488 -0.62
C 3.162 -0.644 0.987 -0.3091 -0.2450 0.5438 -0.75
C 2.504 -2.022 1.139 -0.0524 0.3657 -0.1358 -0.73
O 2.695 -2.901 0.058 -0.3445 0.0431 0.1725 -0.29
C 1.991 -2.460 -1.095 0.4859 0.1342 0.2986 -0.66
H 1.385 2.900 3.813 -0.0097 -0.2661 0.1058 0.33
H 0.066 3.704 4.674 -0.1357 -0.1223 0.1325 0.54
H 1.184 4.618 3.710 0.0471 0.1629 0.0111 0.41
H -0.906 4.442 2.560 -0.1750 0.1272 -0.2025 0.48
H 0.343 3.695 1.609 0.1589 -0.0294 -0.0734 0.37
H -2.165 2.672 2.547 -0.2884 -0.1082 0.0182 0.84
H -3.141 2.301 0.707 0.0820 0.1811 0.4752 0.46
H -2.448 1.845 -1.743 -0.0132 0.2221 -0.1255 0.83
H -4.604 1.035 -2.388 0.0666 0.1037 -0.1356 0.43
H -6.372 -0.713 -2.233 -0.0136 0.2172 -0.2316 0.37
H -6.139 -2.584 -0.701 -0.1208 -0.1559 -0.0290 0.45
H -4.128 -2.800 0.714 0.1110 -0.0869 0.1663 0.45
H -2.360 -1.066 0.604 0.0933 -0.1061 0.0738 0.33
H -0.786 -0.535 -1.024 -0.3277 -0.2738 0.0206 0.32
H 0.060 2.891 -3.481 0.1328 0.2709 0.0692 0.39
H -1.283 -0.178 -3.801 -0.1024 -0.0316 -0.4119 0.27
H 0.080 0.063 0.855 0.1019 0.1380 0.6099 0.04
H 1.103 2.657 -0.358 0.0112 0.2164 0.0035 0.67
H 1.742 1.090 -0.696 -0.0683 -0.1606 -0.1899 0.30
H 2.057 2.504 1.959 -0.1765 0.0902 0.0731 0.22
H 3.220 2.000 0.783 0.1393 0.2137 -0.0688 0.55
H 1.591 -0.020 2.365 -0.2756 -0.0199 0.0207 0.18
H 3.170 0.570 2.748 -0.0433 0.0193 0.2460 0.60
H 3.147 -0.306 -0.044 -0.0681 -0.0379 -0.2026 0.38
H 4.200 -0.743 1.285 0.2631 0.0360 -0.2229 0.45
H 2.889 -2.480 2.045 0.0960 -0.3453 0.0262 0.35
H 1.425 -1.887 1.299 -0.1669 0.0008 -0.0401 0.37
H 2.570 -1.700 -1.611 -0.0227 0.0243 -0.3580 0.34
H 1.818 -3.317 -1.732 0.0191 -0.1128 -0.1575 0.40
H 1.032 -2.004 -0.830 -0.1750 -0.0995 0.1278 0.01
C 2.103 6.900 9.648 0.0454 0.0647 0.0295 -0.68
O 2.090 7.709 8.484 -0.0878 -0.1483 -0.0227 -0.37
C 2.861 7.184 7.418 -0.0293 0.2481 0.0525 -0.72
C 1.998 6.494 6.386 0.1012 -0.2202 -0.0631 -0.35
O 1.358 5.337 6.909 -0.0819 0.0802 -0.0183 -0.33
C 0.012 5.568 7.286 0.0262 -0.0665 0.0087 -0.85
H 1.301 7.246 10.298 0.0105 0.0510 -0.0121 0.24
H 1.939 5.846 9.413 0.0054 -0.0051 -0.0169 0.28
H 3.055 7.008 10.178 0.0017 -0.0527 0.0058 0.33
H 3.626 6.499 7.795 -0.0137 -0.0488 -0.0099 0.37
H 3.370 8.026 6.939 0.0242 -0.0272 -0.0171 0.39
H 2.636 6.165 5.559 0.0066 0.0268 0.0028 0.34
H 1.257 7.192 5.985 -0.0145 0.0331 0.0316 0.37
H -0.636 5.607 6.400 -0.0249 0.0557 0.0217 0.31
H -0.097 6.497 7.849 -0.0030 0.0149 -0.0102 0.43
H -0.303 4.737 7.915 0.0169 -0.0317 -0.0330 0.25
C 4.580 -8.069 -1.888 -0.0490 -0.0289 0.0187 -0.73
O 3.557 -7.096 -2.013 0.1216 0.0364 -0.0307 -0.39
C 3.757 -5.956 -1.191 -0.2823 -0.0608 -0.1038 -0.36
C 4.337 -4.791 -1.963 0.2891 0.0316 0.0534 -0.17
O 5.645 -5.069 -2.437 -0.0599 -0.0887 -0.0593 -0.43
C 5.687 -5.456 -3.798 0.0222 0.0308 0.0229 -0.73
H 4.477 -8.764 -2.720 -0.0497 0.0000 0.0036 0.25
H 5.574 -7.619 -1.923 0.0004 0.0139 0.0064 0.33
H 4.468 -8.624 -0.950 0.0524 0.0056 0.0080 0.32
H 4.398 -6.202 -0.339 0.0452 0.0126 -0.0040 0.30
H 2.777 -5.664 -0.800 0.0347 0.0291 0.0505 0.30
H 4.407 -3.934 -1.293 -0.0036 0.0192 0.0177 0.11
H 3.679 -4.520 -2.796 -0.0123 -0.0586 -0.0283 0.32
H 5.563 -4.583 -4.450 -0.0314 -0.0268 -0.0303 0.32
H 4.916 -6.193 -4.033 -0.0134 0.0009 0.0004 0.32
H 6.664 -5.897 -3.987 0.0248 0.0421 0.0207 0.26
C -3.646 -1.753 -5.172 0.0214 -0.1295 0.1094 -0.67
O -5.040 -1.702 -4.963 0.0013 0.0315 -0.0988 -0.31
C -5.725 -0.991 -5.989 -0.1634 -0.0219 0.2133 -0.47
C -6.346 -1.920 -7.008 0.0552 0.0121 -0.2438 -0.59
O -5.364 -2.644 -7.727 0.0848 -0.0001 0.1623 -0.38
C -5.182 -3.973 -7.266 -0.0332 -0.0037 -0.0693 -0.69
H -3.236 -2.514 -4.504 -0.0439 0.0579 0.0087 0.34
H -3.395 -2.018 -6.201 -0.0020 0.0141 -0.0055 0.42
H -3.198 -0.780 -4.934 0.0940 0.0763 -0.0456 0.07
H -5.049 -0.286 -6.482 0.0247 -0.0170 -0.0340 0.34
H -6.521 -0.413 -5.508 0.0018 0.0058 -0.0205 0.38
H -6.904 -1.319 -7.732 -0.0301 0.0029 0.0249 0.39
H -7.051 -2.602 -6.523 0.0076 0.0006 0.0477 0.33
H -6.001 -4.613 -7.609 -0.0029 -0.0222 0.0461 0.33
H -5.121 -4.019 -6.176 -0.0122 0.0067 0.0108 0.28
H -4.249 -4.342 -7.687 -0.0162 0.0171 -0.0525 0.25

2.
110
Properties=species:S:1:pos:R:3:forces:R:3:mulliken_charge:R:1 method="wB97M-V/def2-TZVPD" homo_lumo_gap_ev=6.8 charge=+1 total_energy_ha=-3958.49106
C 3.788 -2.687 -0.583 0.0963 -0.6849 -0.5657 -0.60
C 3.366 -3.211 -1.987 0.4861 0.4379 -0.1844 -0.87
C 2.467 -2.259 -2.795 0.1537 0.3417 0.3630 -0.73
C 1.321 -1.627 -1.984 -0.4688 -0.6712 -0.3205 0.09
C 0.153 -1.139 -2.884 1.0839 -0.3338 0.6133 -0.31
C 0.653 -0.325 -4.093 -1.2784 -0.0646 -0.4031 -0.38
C -0.225 0.928 -4.393 0.7713 -0.0860 -0.2501 -2.02
C -0.432 1.738 -3.151 -0.0606 -0.1309 -0.9197 0.42
C 0.641 2.458 -2.640 0.9112 0.6366 0.3231 0.33
B 2.105 2.431 -3.311 0.4432 -0.4582 -0.3476 0.88
C 2.489 3.070 -4.694 -0.2256 0.1827 0.3761 -1.03
O 3.077 1.767 -2.627 -0.5666 -0.4360 -0.5869 -0.70
C 0.462 3.235 -1.499 0.3128 -0.9479 0.1811 0.24
C 1.606 4.034 -0.892 -0.0153 1.8066 0.4342 -0.73
O 1.503 5.243 -0.835 0.1420 -1.1361 -0.4191 -0.53
O 2.679 3.382 -0.392 -0.8750 -0.3644 -0.9651 0.29
C 3.950 3.912 -0.830 0.7225 0.3024 0.9918 -0.47
P 5.364 3.039 -0.052 1.8038 -0.0015 -1.8434 0.83
O 6.524 3.423 -0.843 0.2495 0.5602 -0.2089 -0.73
O 5.148 1.457 -0.206 -0.7889 0.9393 1.7684 -0.28
O 5.589 3.488 1.478 -1.3876 -0.6158 -0.2799 -0.50
C -0.803 3.268 -0.887 0.8998 1.5179 0.6902 1.47
C -0.976 4.109 0.368 0.2721 -1.0267 0.1313 -1.29
I -3.027 4.589 0.802 0.2087 0.1181 -0.0180 0.18
C -0.306 3.324 1.561 -0.5311 0.8124 -0.2549 0.18
C 0.622 4.243 2.403 -0.5037 -0.9212 -0.1830 -1.45
C -1.774 2.522 -1.428 -1.2324 -0.0990 0.4721 -0.89
N -1.606 1.769 -2.520 -0.1411 -0.3268 -0.5625 0.68
C -2.798 1.003 -2.938 -1.1829 -0.1182 0.6486 -1.06
C -4.057 1.903 -3.123 -0.0610 -0.6711 -0.5899 -1.37
C -5.220 1.461 -2.213 -0.4070 1.2760 0.2720 -0.69
C -6.054 2.662 -1.668 -0.5450 -1.2991 0.2799 -0.58
C -6.692 2.203 -0.338 0.1836 1.2064 -0.5533 -0.79
O -7.285 0.914 -0.526 0.5127 -0.4858 0.3828 -0.32
C -7.347 0.173 0.601 -0.3050 -0.5614 1.5381 0.69
C -7.674 -1.303 0.436 0.0785 0.3170 -0.4359 -0.98
O -7.197 0.619 1.721 0.1930 0.2042 -1.0869 -0.55
H 4.880 -2.664 -0.535 -0.1488 0.1306 0.1691 0.44
H 3.449 -3.409 0.165 -0.0549 0.3978 0.1789 0.06
H 3.421 -1.684 -0.361 -0.0087 -0.1802 0.1105 0.04
H 2.932 -4.214 -1.934 -0.1655 0.2166 0.1612 0.42
H 4.289 -3.330 -2.568 -0.2032 -0.1321 -0.0207 0.40
H 2.078 -2.788 -3.675 -0.0382 0.0565 0.1324 0.29
H 3.096 -1.441 -3.177 -0.0057 -0.2141 -0.0700 0.22
H 1.702 -0.817 -1.341 -0.0685 0.0085 -0.1850 -0.03
H 0.904 -2.367 -1.285 0.3001 0.3985 -0.3474 0.38
H -0.368 -2.047 -3.204 -0.0909 0.2607 -0.1615 0.44
H -0.536 -0.589 -2.229 -0.0002 0.0286 -0.2711 -0.10
H 0.562 -0.950 -4.988 0.2884 0.0920 0.0812 0.61
H 1.702 -0.027 -4.037 -0.1332 -0.0604 0.2695 0.35
H -1.130 0.681 -4.945 -0.0297 -0.0451 0.3103 0.66
H 0.369 1.542 -5.076 -0.3277 0.0669 0.0599 0.06
H 2.068 4.074 -4.811 0.0739 -0.1301 -0.2001 0.38
H 2.061 2.427 -5.475 0.0717 0.2371 0.0026 0.39
H 3.568 3.082 -4.867 -0.1134 0.0631 0.1436 0.38
H 2.701 1.096 -2.040 0.3712 0.2289 0.4700 0.02
H 4.059 4.981 -0.619 -0.2056 -0.1810 0.2396 0.52
H 4.128 3.802 -1.901 -0.2726 -0.3443 0.1139 0.14
H 5.070 1.092 0.701 -0.1816 -0.8636 -0.3458 0.29
H 4.741 3.572 1.942 0.2132 0.0493 0.2656 0.33
H -0.471 5.059 0.214 -0.2674 -0.0281 0.0109 0.83
H 0.217 2.446 1.166 0.1274 0.2487 -0.0186 -0.21
H -1.141 2.926 2.144 0.3383 -0.0572 0.1927 0.73
H 0.132 4.448 3.355 0.2802 0.2186 -0.0340 0.41
H 1.553 3.698 2.578 -0.0148 0.2957 0.1837 0.24
H 0.833 5.171 1.871 0.0845 -0.0547 0.1820 0.34
H -2.754 2.537 -0.963 0.0084 -0.2337 -0.2469 0.02
H -2.627 0.345 -3.781 0.3693 0.3047 -0.0171 0.71
H -3.035 0.347 -2.093 0.3170 -0.0342 -0.1261 0.50
H -3.810 2.964 -3.018 0.0199 -0.1613 0.2224 0.61
H -4.408 1.791 -4.155 0.2223 0.1492 0.0556 0.49
H -4.889 0.908 -1.325 0.2614 -0.0614 -0.2923 0.35
H -5.928 0.830 -2.753 0.3290 -0.2178 0.0743 0.59
H -6.866 2.908 -2.358 0.3091 0.2490 -0.1109 0.39
H -5.425 3.534 -1.467 -0.1589 -0.0153 -0.0721 0.33
H -5.884 2.195 0.401 -0.3770 -0.3716 0.2073 0.35
H -7.473 2.898 -0.016 0.1934 -0.0474 0.1192 0.46
H -7.346 -1.712 -0.522 -0.2741 0.1220 0.0224 0.29
H -7.198 -1.864 1.239 0.0248 0.2417 -0.0062 0.34
H -8.753 -1.421 0.572 0.1000 -0.0367 -0.2484 0.28
C -0.550 -0.836 2.102 -0.1531 0.0681 0.0140 -0.93
S 0.644 -2.159 1.855 -0.5276 0.0879 -0.3998 0.98
O 0.332 -2.794 0.544 -0.2947 -0.0994 0.4636 -0.82
C 0.009 -3.237 3.141 -0.1016 -0.0426 0.0967 -1.35
H -0.354 -0.060 1.362 0.0833 -0.0561 -0.0141 -0.11
H -1.562 -1.220 1.969 0.0268 -0.0578 -0.0029 0.47
H -0.432 -0.420 3.103 0.0300 -0.0044 -0.0034 0.44
H -1.037 -3.470 2.945 0.0282 0.0455 -0.0679 0.50
H 0.110 -2.749 4.111 0.0171 -0.0351 0.0055 0.39
H 0.593 -4.155 3.139 0.0492 0.0173 0.0008 0.41
C 3.258 -2.130 3.762 0.2166 -0.2801 0.0698 -0.76
S 3.664 -0.446 3.292 -0.1594 -0.0745 0.2061 0.63
O 4.450 -0.525 2.025 0.1247 0.2755 -0.1778 -0.68
C 4.830 -0.144 4.624 0.0993 -0.0002 0.0587 -1.04
H 2.562 -2.528 3.026 0.4614 0.1516 0.2243 -0.23
H 4.162 -2.738 3.775 0.0753 0.0901 0.0275 0.45
H 2.787 -2.128 4.745 0.0159 0.0513 0.0321 0.43
H 5.634 -0.879 4.584 -0.0348 -0.0139 -0.0647 0.31
H 4.311 -0.202 5.581 -0.0377 0.0059 -0.0270 0.39
H 5.244 0.855 4.496 -0.0405 0.0007 -0.0525 0.35
C -1.844 -6.715 4.078 0.0126 0.0149 -0.1431 -0.87
S -1.108 -6.916 5.708 -0.0929 -0.0494 0.1065 0.49
O -0.140 -5.800 5.892 0.0410 0.0361 -0.2039 -0.60
C -0.162 -8.390 5.305 0.1022 -0.0588 -0.0858 -0.90
H -2.457 -5.816 4.092 0.0014 -0.0120 0.0880 0.27
H -1.060 -6.613 3.327 0.0408 -0.0204 0.0475 0.25
H -2.472 -7.577 3.854 -0.0048 0.0039 0.0321 0.40
H 0.514 -8.180 4.476 -0.0171 0.0573 0.0103 0.29
H -0.844 -9.198 5.041 -0.0283 0.0238 0.0325 0.36
H 0.414 -8.674 6.183 -0.0446 0.0616 0.0354 0.32